1.
{
  "formula": "C2H9N2O",
  "method": "the ωB97M-V functional and the def2-TZVPD basis",
  "elements": ["N", "C", "N", "C", "O", "H", "H", "H", "H", "H", "H", "H", "H", "H"],
  "xyz": [[-1.769103, 0.154810, -0.653006], [-0.980839, 0.078081, 0.692851], [0.120441, -0.786167, 0.548880], [1.192992, -0.430111, -0.325154], [1.646780, 0.887571, 0.038180], [-2.271785, 1.029189, -0.669922], [-1.142265, -0.029571, -1.437888], [-2.460734, -0.586731, -0.611765], [-0.661904, 1.081281, 0.953192], [-1.730444, -0.292437, 1.385043], [0.270424, -1.430702, 1.288124], [0.880786, -0.356693, -1.376355], [2.021247, -1.128738, -0.244978], [1.949629, 1.376552, -0.739562]],
  "forces_ev_per_angstrom": [[0.2, -0.6, 1.1], [0.5, -0.1, -0.1], [-0.7, -0.4, -0.8], [0.4, 1.5, 0.3], [-0.2, -0.2, -0.1], [0.0, 0.5, -0.6], [-0.2, 0.5, -0.1], [-0.1, -0.2, -0.3], [-0.3, 0.4, -0.3], [0.3, 0.0, 0.3], [0.3, -0.4, 0.4], [-0.1, -0.4, 0.0], [-0.2, -0.3, 0.1], [0.1, -0.2, 0.2]],
  "lowdin_charge": [0.23, -0.14, -0.03, -0.24, -0.05, 0.16, 0.15, 0.16, 0.13, 0.14, 0.13, 0.11, 0.14, 0.10],
  "max_force_ev_per_a": 1.60,
  "smiles": "[NH3+]CNCO",
  "orbital_gap_ev": 10.4,
  "molar_mass_g_mol": 77.1,
  "total_charge": 1
}

=====

2.
{
  "formula": "C15H15N8O7PPt",
  "method": "the ωB97M-V functional and the def2-TZVPD basis",
  "elements": ["Pt", "O", "C", "O", "C", "C", "C", "C", "C", "C", "O", "N", "O", "O", "N", "O", "O", "H", "H", "N", "C", "N", "C", "N", "C", "N", "C", "N", "C", "N", "C", "P", "C", "C", "H", "H", "H", "H", "H", "H", "H", "H", "H", "H", "H", "H", "H"],
  "xyz": [[0.257368, 0.934176, 0.088754], [-1.104953, 1.494013, 3.981597], [-0.365936, 1.735614, 3.023660], [0.113679, 0.800580, 2.268078], [-0.019319, 3.155539, 2.678823], [0.292218, 4.028135, 3.699603], [0.578084, 5.352984, 3.408613], [0.534177, 5.834589, 2.117372], [0.224416, 4.954610, 1.104268], [-0.084505, 3.591396, 1.329652], [-0.537005, 2.837532, 0.361019], [0.210420, 5.487678, -0.263292], [-0.240605, 6.611640, -0.414107], [0.692330, 4.809707, -1.146360], [0.913671, 6.273454, 4.499325], [0.914376, 5.831433, 5.633622], [1.128506, 7.437326, 4.214599], [0.299638, 3.683535, 4.723015], [0.738133, 6.872328, 1.902163], [1.132994, -0.773307, -0.548690], [2.032614, -1.418520, -0.952983], [2.856986, -2.260146, -1.399370], [4.145339, -2.021193, -1.603236], [5.274481, -1.887745, -1.817074], [-4.951385, -0.214997, 1.147396], [-3.912993, 0.404534, 2.078391], [-3.284284, -0.715655, 2.947145], [-2.802245, -1.773507, 2.129176], [-3.840763, -2.295291, 1.252895], [-4.378993, -1.255233, 0.365468], [-3.399304, -0.784261, -0.633515], [-1.922227, -0.007247, 0.197172], [-2.885529, 1.144265, 1.280846], [-1.599885, -1.383809, 1.383331], [-5.342872, 0.586916, 0.523433], [-5.741433, -0.612414, 1.784285], [-4.368116, 1.062564, 2.712292], [-4.095314, -1.057080, 3.590879], [-2.486667, -0.242149, 3.522674], [-4.661224, -2.686923, 1.855627], [-3.430363, -3.102232, 0.650096], [-3.883038, -0.064156, -1.295612], [-3.074776, -1.625177, -1.246982], [-3.403594, 1.886470, 0.672837], [-2.232468, 1.665604, 1.967770], [-0.826144, -1.062238, 2.074756], [-1.218247, -2.233884, 0.813641]],
  "forces_ev_per_angstrom": [[-0.2, 0.1, -0.2], [0.1, 0.1, -0.1], [0.1, -0.1, 0.0], [0.0, 0.1, 0.1], [0.0, -0.1, -0.1], [0.0, 0.1, 0.0], [0.1, 0.0, 0.1], [0.0, 0.0, -0.1], [-0.1, -0.2, 0.0], [-0.1, 0.2, 0.1], [0.3, -0.1, 0.0], [0.1, 0.2, -0.1], [0.0, -0.2, 0.0], [-0.1, 0.0, 0.1], [-0.3, 0.2, 0.2], [0.1, 0.0, -0.2], [0.1, -0.2, 0.0], [0.0, 0.0, 0.0], [0.0, 0.0, 0.0], [0.4, 0.2, 0.0], [-0.1, -0.1, 0.0], [-0.1, 0.1, 0.1], [0.2, 0.1, -0.1], [-0.2, 0.0, 0.1], [0.0, 0.0, 0.0], [-0.1, 0.0, 0.0], [0.0, 0.0, -0.1], [0.0, 0.0, -0.1], [0.1, 0.2, 0.0], [0.1, -0.1, -0.1], [-0.1, 0.1, 0.0], [0.0, -0.1, 0.4], [0.0, -0.1, -0.1], [-0.1, -0.1, 0.0], [0.0, 0.0, 0.0], [0.0, 0.0, 0.0], [0.0, 0.0, 0.0], [0.0, 0.0, 0.0], [0.0, 0.0, 0.0], [0.0, 0.0, 0.0], [0.0, 0.0, 0.0], [0.0, 0.0, 0.0], [0.0, 0.0, 0.0], [0.0, 0.0, -0.1], [-0.1, 0.0, 0.0], [0.0, 0.0, 0.0], [0.0, 0.0, 0.0]],
  "lowdin_spin": [1.30, 0.02, 0.01, 0.16, 0.00, 0.00, 0.00, 0.00, 0.00, 0.01, 0.07, 0.00, 0.00, 0.00, 0.00, 0.00, 0.00, 0.00, 0.00, 0.08, 0.02, 0.01, 0.00, 0.01, 0.00, 0.01, 0.00, 0.00, 0.00, 0.03, 0.05, 0.18, 0.01, 0.00, 0.00, 0.00, 0.00, 0.00, 0.00, 0.00, 0.00, 0.00, 0.00, 0.00, 0.00, 0.00, 0.00],
  "max_force_ev_per_a": 0.46,
  "spin_multiplicity": 3,
  "orbital_gap_ev": [7.6, 6.5],
  "molar_mass_g_mol": 645.4
}

=====

3.
{
  "formula": "C6H15NO2P",
  "method": "the ωB97M-V functional and the def2-TZVPD basis",
  "elements": ["N", "C", "P", "C", "C", "C", "C", "O", "C", "O", "H", "H", "H", "H", "H", "H", "H", "H", "H", "H", "H", "H", "H", "H", "H"],
  "xyz": [[-1.782916, 3.677658, -1.094054], [-0.626981, 3.307926, -0.304246], [0.353175, 1.910001, -0.998967], [-0.292389, 0.307235, -0.538614], [0.621693, -0.830343, -1.062756], [1.349663, -1.564779, 0.063815], [0.500354, -2.633945, 0.732418], [-0.256448, -2.046453, 1.798910], [-0.462839, -2.893933, 2.851750], [-1.548649, -3.249692, 3.194605], [-1.530583, 3.995191, -2.022428], [-2.434027, 2.909891, -1.211308], [0.035601, 4.163492, -0.198309], [-0.951630, 2.986170, 0.684171], [0.276930, 2.028319, -2.384040], [1.692513, 2.004623, -0.619395], [-0.400857, 0.293115, 0.544306], [-1.282703, 0.240013, -0.989107], [1.368905, -0.440151, -1.758023], [0.028028, -1.534806, -1.639603], [1.719399, -0.871497, 0.817704], [2.222701, -2.057118, -0.364800], [-0.191424, -3.072339, 0.013173], [1.141058, -3.433624, 1.107930], [0.451426, -3.194954, 3.376870]],
  "forces_ev_per_angstrom": [[0.2, -0.5, -0.2], [-0.3, 0.0, -0.3], [-0.4, 0.2, 0.3], [0.1, -0.2, -0.4], [0.2, 0.2, 0.3], [0.0, -0.3, -0.4], [0.3, 0.3, 0.2], [-0.1, 0.0, -0.2], [-1.0, -0.4, 0.4], [0.6, 0.4, -0.2], [0.0, 0.2, 0.1], [-0.2, 0.1, 0.2], [0.1, 0.0, 0.1], [0.1, 0.1, 0.1], [0.3, 0.0, -0.1], [0.1, -0.1, -0.1], [-0.1, -0.1, 0.1], [-0.2, 0.1, 0.1], [0.0, 0.1, -0.1], [-0.1, 0.0, 0.0], [0.1, 0.1, 0.1], [0.0, 0.0, 0.0], [-0.1, -0.1, 0.0], [0.0, 0.0, 0.2], [0.2, 0.0, -0.1]],
  "lowdin_charge": [-0.02, -0.40, 1.07, -0.33, -0.23, -0.17, -0.18, -0.07, -0.33, 0.13, 0.08, 0.08, 0.10, 0.10, 0.05, 0.04, 0.10, 0.10, 0.10, 0.12, 0.12, 0.12, 0.13, 0.13, 0.15],
  "max_force_ev_per_a": 1.12,
  "orbital_gap_ev": 10.2,
  "molar_mass_g_mol": 164.2,
  "total_charge": 1
}

=====

4.
{
  "formula": "C10H18F2N4O14",
  "method": "the ωB97M-V functional and the def2-TZVPD basis",
  "elements": ["O", "C", "O", "C", "C", "F", "O", "H", "H", "H", "O", "C", "O", "C", "C", "F", "O", "H", "H", "H", "C", "N", "O", "O", "H", "H", "H", "C", "N", "O", "O", "H", "H", "H", "C", "N", "O", "O", "H", "H", "H", "C", "N", "O", "O", "H", "H", "H"],
  "xyz": [[7.831885, 0.417225, -0.194898], [6.709745, 0.806385, -0.462528], [5.716715, -0.036505, -0.977758], [4.649075, 0.627215, -1.415438], [4.839255, 2.042405, -0.823368], [3.996975, 2.237725, 0.213882], [6.214875, 2.039615, -0.369958], [4.619575, 0.748065, -2.498318], [3.717855, 0.245175, -0.997138], [4.654015, 2.789795, -1.594858], [3.776575, -0.518635, 6.507322], [2.947365, 0.265365, 6.041852], [2.121145, 1.037115, 6.716032], [0.991815, 1.339955, 5.904232], [1.661045, 1.326185, 4.564872], [2.140115, 2.551125, 4.430512], [2.671365, 0.311005, 4.778632], [0.276405, 0.517615, 5.911492], [0.526605, 2.304735, 6.106412], [0.888675, 1.115965, 3.825042], [-3.977575, -0.531035, 3.261832], [-4.584005, -1.785215, 3.808152], [-4.937025, -1.842165, 5.007362], [-4.673715, -2.702125, 3.089082], [-2.926655, -0.535465, 3.551062], [-4.390175, 0.400495, 3.649292], [-4.118915, -0.391045, 2.190132], [-0.223485, -1.001285, -2.513968], [-1.032085, -0.822345, -1.349808], [-0.494895, -0.521375, -0.265628], [-2.202525, -0.979075, -1.412848], [0.155455, -0.114645, -3.022268], [-0.752485, -1.644215, -3.217458], [0.642565, -1.506115, -2.085928], [1.236815, 3.990415, -5.297408], [0.021625, 4.028765, -6.123998], [-1.016575, 3.602645, -5.635718], [-0.006635, 4.426645, -7.274868], [0.913945, 4.745605, -4.580778], [2.109145, 4.364195, -5.833528], [1.429325, 3.013545, -4.853848], [-6.542695, -5.134815, -1.990518], [-5.444845, -5.242965, -2.969848], [-5.206155, -6.318225, -3.465758], [-4.761015, -4.286835, -3.075148], [-6.241395, -5.997925, -1.396918], [-7.539875, -5.168305, -2.429398], [-6.387225, -4.214655, -1.427298]],
  "forces_ev_per_angstrom": [[-3.0, 1.3, -0.5], [1.8, -2.5, -0.1], [3.5, -1.7, 1.2], [-1.8, 2.7, 0.0], [0.4, -0.7, -0.6], [0.2, 0.3, 0.4], [-1.4, 0.8, -0.4], [-0.1, -0.5, -0.2], [0.0, -0.3, -0.3], [0.4, 0.5, 0.5], [-1.9, 2.5, -0.9], [2.7, -3.5, 2.8], [-0.9, 0.8, 2.2], [0.2, -0.7, -0.3], [-1.6, -1.2, 1.4], [1.6, 1.3, -1.3], [-1.2, 1.5, -4.2], [-0.2, 0.0, 0.6], [0.3, -0.2, 0.3], [1.0, -0.5, -0.8], [0.2, 1.3, 0.1], [-0.8, 1.7, 3.4], [0.8, 1.0, -1.6], [0.0, -2.3, -2.5], [-0.1, -0.2, -0.2], [-0.4, -0.5, 0.8], [0.2, -1.0, 0.0], [1.7, -1.3, -1.0], [0.4, 1.6, 3.3], [0.5, -0.2, -1.5], [-2.2, -0.5, -0.9], [-0.6, 0.3, 0.5], [0.0, 0.2, 0.2], [0.2, -0.2, -0.5], [0.2, 1.2, 0.2], [-2.5, -1.4, -2.1], [0.8, -0.1, 1.2], [1.7, 0.5, 0.3], [0.7, -0.3, 0.7], [-0.3, -0.1, -0.2], [-0.5, 0.2, -0.1], [0.2, -0.4, 0.7], [-0.6, -0.9, 0.3], [-0.4, -0.7, -0.4], [1.7, 2.4, -0.7], [-1.1, 0.0, 0.5], [0.3, -0.4, -0.1], [-0.1, -0.1, -0.2]],
  "lowdin_charge": [0.16, -0.48, 0.07, -0.14, -0.27, 0.07, 0.15, 0.14, 0.14, 0.16, 0.14, -0.60, 0.10, -0.06, -0.31, 0.10, 0.17, 0.14, 0.15, 0.17, 0.04, -0.45, 0.03, 0.10, 0.10, 0.09, 0.10, 0.03, -0.47, 0.02, 0.10, 0.10, 0.11, 0.10, 0.04, -0.45, 0.04, 0.07, 0.11, 0.10, 0.10, 0.04, -0.49, 0.06, 0.08, 0.10, 0.10, 0.10],
  "max_force_ev_per_a": 5.26,
  "smiles": "O=C1OC[C@@H](F)O1.O=C1OC[C@@H](F)O1.C[N+](=O)[O-].C[N+](=O)[O-].C[N+](=O)[O-].C[N+](=O)[O-]",
  "orbital_gap_ev": 10.4,
  "molar_mass_g_mol": 456.3
}